(1)
45
Properties=species:S:1:pos:R:3:mulliken_charge:R:1 method="wB97M-V/def2-TZVPD" total_charge=-1 lumo_energy_ev=2.44 largest_force_ev_per_a=0.90 gap_ev=7.23
Pd -0.381 -0.537 -0.053 0.38
S 1.147 -1.936 0.937 -0.38
S -0.031 1.968 -1.300 1.59
O -0.193 3.339 -1.710 -0.72
O 0.173 1.778 0.141 -0.79
O -1.086 1.037 -1.764 -0.64
N -0.230 -1.250 3.160 -0.05
N -6.835 2.928 0.052 -0.54
C -4.945 1.141 0.074 0.71
C 2.559 2.297 -2.075 -0.79
C -0.361 -1.146 4.485 -0.03
C 1.602 0.165 -2.628 -0.17
C 0.913 -1.736 2.671 0.35
C 3.764 1.893 -2.620 -0.55
C 5.232 0.194 -3.762 -1.38
C 0.607 -1.508 5.399 -0.79
C 1.805 -2.009 4.890 -0.11
C -5.995 2.143 0.066 -0.04
C -1.857 -1.797 0.112 -1.47
C -4.160 0.971 1.209 -0.93
C 1.963 -2.120 3.530 -0.81
C -2.964 -0.810 0.097 0.57
C -3.177 -0.005 1.218 0.26
C 2.819 -0.230 -3.172 -0.73
C 3.915 0.620 -3.172 0.92
C -4.739 0.353 -1.056 -0.72
C 1.475 1.422 -2.067 0.10
C -3.750 -0.612 -1.037 -0.62
H 6.045 0.325 -3.045 0.33
H -4.317 1.601 2.074 0.42
H -2.540 -0.138 2.085 0.48
H -1.307 -0.736 4.828 0.33
H 0.751 -0.501 -2.647 0.54
H 2.885 -2.489 3.101 0.34
H -1.698 -2.257 1.086 0.38
H 0.434 -1.402 6.461 0.36
H 2.914 -1.223 -3.596 0.26
H 4.606 2.578 -2.620 0.35
H -3.566 -1.210 -1.921 0.36
H -5.344 0.508 -1.938 0.42
H 5.479 0.785 -4.646 0.30
H 5.209 -0.856 -4.056 0.34
H -1.877 -2.528 -0.694 0.44
H 2.611 -2.297 5.556 0.36
H 2.443 3.286 -1.654 0.39

(2)
6
Properties=species:S:1:pos:R:3:mulliken_charge:R:1 method="wB97M-V/def2-TZVPD" multiplicity=3 total_charge=0 lumo_energy_ev="-0.01 / -2.27" largest_force_ev_per_a=4.03 gap_ev="9.66 / 10.07"
F 1.649 -1.058 -0.323 -0.17
F 1.696 1.006 0.504 -0.08
O -0.483 -0.002 0.512 -0.35
O -2.392 -0.186 -0.550 -0.39
N 1.196 0.292 -0.500 0.26
N -1.666 -0.052 0.356 0.73

(3)
56
Properties=species:S:1:pos:R:3:mulliken_charge:R:1 method="wB97M-V/def2-TZVPD" total_charge=+1 lumo_energy_ev=-2.70 largest_force_ev_per_a=3.22 gap_ev=9.59
O 3.208 1.753 -1.501 -0.67
O 0.885 -3.218 -0.514 -0.64
O 1.984 -2.461 1.802 -0.69
O 2.484 -0.852 -3.358 -0.62
O -2.032 -0.186 -3.100 -0.52
O 1.139 0.018 2.194 -0.85
O -0.012 4.217 -1.151 -0.59
O -1.144 -2.494 -2.087 -0.48
O -2.668 2.671 -0.602 -0.65
O 0.948 1.737 -2.985 -0.54
O -3.379 -3.915 0.602 -0.63
O -1.138 -3.822 1.910 -0.66
O -0.449 -1.524 3.258 -0.54
O 0.231 2.999 2.816 -0.53
O 2.355 3.286 0.756 -0.66
N 0.994 0.070 -0.926 0.15
N -2.646 1.752 1.418 -0.31
C -0.320 0.859 -1.143 0.20
C -0.142 1.614 -2.502 0.12
C -2.039 2.060 0.255 0.15
C -0.591 1.732 0.065 1.48
H -1.077 0.123 -1.332 0.53
H -3.650 1.855 1.467 0.28
H -0.433 -1.682 4.211 0.34
H -0.303 1.166 0.984 -0.37
H 0.229 2.442 0.158 -0.95
H 0.567 4.133 -0.387 0.24
H 2.568 -0.125 -4.004 0.30
H -1.442 -4.408 2.611 0.28
H 2.081 2.380 1.000 0.22
H 2.844 -2.844 1.595 0.32
H 1.739 0.244 2.912 0.26
H -1.064 2.249 -2.835 0.26
H 1.237 -2.942 0.352 0.33
H 1.395 0.058 0.036 0.31
H -0.275 -2.880 -1.974 0.28
H -1.737 -3.948 1.120 0.36
H -2.787 0.205 -3.552 0.25
H 2.102 -1.503 1.758 0.39
H -0.690 -2.411 2.882 0.36
H -1.522 -2.439 -1.189 0.21
H 2.419 2.154 -1.914 0.38
H 0.707 2.196 3.076 0.21
H 1.686 0.400 -1.632 0.14
H -0.788 4.700 -0.833 0.31
H 0.507 -0.833 2.563 0.50
H -3.564 -3.951 -0.359 0.33
H 3.307 2.408 -0.789 0.36
H -4.258 -3.655 0.897 0.29
H 0.052 3.288 3.722 0.30
H 0.848 -0.942 -1.137 0.13
H 1.038 -4.138 -0.734 0.26
H 2.649 3.691 1.577 0.32
H -1.851 -1.004 -3.581 0.27
H 2.022 -1.425 -3.989 0.31
H -2.222 1.144 2.111 0.18

(4)
102
Properties=species:S:1:pos:R:3:mulliken_charge:R:1 method="wB97M-V/def2-TZVPD" total_charge=0 lumo_energy_ev=0.17 largest_force_ev_per_a=6.27 gap_ev=8.10
Cl 0.082 -2.675 3.502 -0.10
Cl -7.568 -3.951 2.719 -0.16
Cl -4.313 -7.816 1.974 -0.17
Cl -2.117 4.774 0.280 -0.20
Cl -2.600 3.060 2.580 -0.16
Cl -1.339 0.247 6.108 -0.15
Cl -7.762 -3.473 -1.275 -0.17
Cl -6.212 -1.407 2.327 -0.10
Cl -2.596 -2.868 4.470 -0.14
Cl -4.058 -4.972 1.297 -0.03
Cl -4.997 -2.997 -2.174 -0.11
Cl 0.010 2.307 4.598 -0.06
F 3.175 1.542 3.959 -0.34
F 0.192 -0.423 -1.139 -0.13
F -0.670 0.558 -5.744 -0.27
O 3.217 -1.358 -0.742 -0.60
O 3.877 1.447 -3.860 -0.74
O 1.104 3.504 -0.286 -0.30
N 3.315 0.440 -1.916 0.16
N 4.235 0.118 0.635 0.07
N 0.369 2.906 -2.341 -0.07
C -0.733 0.173 0.932 0.42
C 4.666 4.286 1.307 -0.49
C 2.794 3.178 2.322 1.10
C -1.371 -0.570 -5.568 0.40
C -1.446 3.508 1.317 1.05
C 5.051 2.704 3.086 -0.21
C -6.629 -2.645 3.507 -0.05
C 3.269 -0.777 0.339 0.09
C -2.696 -0.964 1.698 -1.12
C -1.210 -1.317 -4.431 -0.11
C -2.112 -1.074 -6.638 -0.55
C 4.676 -0.779 -3.515 -1.20
C -2.614 -2.360 -6.603 -0.42
C 2.569 1.532 -1.334 -2.65
C -0.203 1.626 -1.941 -0.44
C -0.780 -0.594 -0.229 0.18
C -1.844 -1.440 -0.502 -1.04
C -2.572 -3.076 -5.391 -0.75
C -6.273 -2.561 -1.030 0.27
C 5.536 3.641 2.173 -0.71
C 0.962 3.754 -1.474 0.68
C 3.288 4.155 1.476 -0.62
C 2.278 -1.077 1.453 -0.65
C 3.682 2.517 3.161 -0.25
C 5.322 0.465 -0.260 -0.65
C 0.185 1.127 5.892 -0.39
C -1.664 -0.070 1.938 -1.66
C -1.859 -2.549 -4.340 -0.31
C 1.389 5.084 -2.074 -1.77
C 3.929 0.479 -3.110 0.55
C -2.831 -1.593 0.466 0.72
C -1.360 -3.698 3.544 -0.31
C -4.516 -6.136 2.541 -0.19
H 0.515 5.733 -1.971 0.35
H -0.563 3.896 1.809 -0.06
H 2.584 4.743 0.902 0.45
H 1.606 4.949 -3.134 0.43
H 0.040 1.403 -0.905 -0.50
H 4.996 -1.385 -2.671 0.26
H -6.543 -1.524 -1.204 0.30
H 0.992 0.437 5.665 0.16
H -1.728 -3.196 -3.481 0.54
H 3.385 -0.409 -1.372 0.81
H 2.239 5.554 -1.593 0.33
H 3.236 2.379 -1.154 0.91
H -7.115 -2.187 4.362 0.41
H 1.785 1.947 -1.970 1.29
H 0.140 3.237 -3.261 0.29
H -1.928 -1.959 -1.447 0.16
H -0.733 -0.971 -3.522 0.37
H 5.533 -0.448 -4.101 0.36
H 6.277 0.125 0.143 0.38
H 2.416 -0.410 2.296 0.24
H 2.334 -2.147 1.663 0.50
H -2.110 -0.499 -7.556 0.40
H 5.161 -0.012 -1.220 0.11
H -1.280 1.648 -2.093 0.35
H -1.242 2.614 0.741 -0.60
H -1.116 -4.656 3.993 0.50
H -1.557 0.442 2.885 0.39
H 4.999 4.961 0.529 0.41
H 4.126 0.578 1.522 -0.01
H -5.921 -2.638 -0.009 -0.35
H 2.103 1.270 -0.388 0.24
H 1.725 3.036 2.407 -0.18
H -5.573 -6.019 2.748 0.16
H 4.041 -1.304 -4.229 0.31
H 0.283 0.830 -2.508 0.55
H -3.148 -3.983 -5.270 0.38
H -3.406 -1.108 2.498 0.52
H -3.716 -2.198 0.332 -0.26
H 1.274 -1.050 1.022 -0.04
H 0.049 0.895 1.138 1.94
H -3.928 -5.937 3.430 0.24
H -1.697 -3.876 2.526 0.00
H -3.051 -2.718 -7.525 0.37
H -5.751 -3.159 3.889 -0.06
H 5.684 2.161 3.776 0.45
H 6.587 3.895 2.153 0.39
H 5.356 1.549 -0.366 0.23
H 0.420 1.601 6.840 0.44

(5)
2
Properties=species:S:1:pos:R:3:mulliken_charge:R:1 method="wB97M-V/def2-TZVPD" total_charge=0 lumo_energy_ev=-1.32 largest_force_ev_per_a=1.12 gap_ev=7.18
Cl 1.103 0.029 -0.741 -0.76
Na -1.103 -0.029 0.741 0.76

(6)
14
Properties=species:S:1:pos:R:3:mulliken_charge:R:1 method="wB97M-V/def2-TZVPD" total_charge=0 smiles="CC=O.CSS" lumo_energy_ev=0.66 largest_force_ev_per_a=1.64 gap_ev=9.48
S -2.442 0.946 -0.822 -0.03
S -1.439 2.139 -2.135 -0.22
O 0.365 -2.020 -0.436 -0.47
C 1.202 -1.665 0.362 0.18
C -2.445 1.954 0.669 -0.78
C 2.656 -2.061 0.268 -0.85
H 2.973 -1.478 -0.609 0.24
H 0.931 -0.806 0.995 0.31
H -1.489 2.422 0.861 0.29
H -3.259 2.668 0.574 0.33
H -2.698 1.262 1.475 0.26
H 3.263 -1.789 1.121 0.31
H 2.652 -3.067 -0.154 0.29
H -0.269 1.494 -2.169 0.14

(7)
11
Properties=species:S:1:pos:R:3:mulliken_charge:R:1 method="wB97M-V/def2-TZVPD" total_charge=+1 lumo_energy_ev=-6.01 largest_force_ev_per_a=2.76 gap_ev=6.20
Sr -1.090 0.523 0.787 2.05
O -1.063 2.453 1.946 -0.84
O -0.886 4.139 3.385 -0.48
O -0.383 -1.274 -0.766 -0.60
O 1.234 -3.147 -3.154 -0.33
C 0.481 -1.570 -1.571 0.21
C 0.457 -2.930 -2.268 -0.02
C -0.396 3.248 2.711 0.16
H -0.322 -3.640 -1.924 0.33
H 1.266 -0.861 -1.889 0.36
H 0.702 3.059 2.744 0.16

(8)
29
Properties=species:S:1:pos:R:3:mulliken_charge:R:1 method="wB97M-V/def2-TZVPD" total_charge=0 smiles="C=CC[C@H](C)NC.O.O.O" lumo_energy_ev=0.74 largest_force_ev_per_a=1.13 gap_ev=10.23
O -3.001 -1.173 1.013 -0.67
O 2.117 3.271 -2.077 -0.64
O -0.791 -2.745 1.059 -0.74
N 1.024 -0.383 0.941 -0.38
C 0.141 0.293 -1.269 -1.05
C -1.061 -1.582 -2.385 -0.89
C 0.339 1.999 0.562 -1.97
C 0.077 0.509 0.263 1.21
C -0.032 -1.143 -1.681 -0.20
C 1.080 -0.167 2.395 -1.02
H 0.742 -1.825 -1.355 0.32
H -3.581 -1.626 0.415 0.31
H -1.197 -2.618 -2.673 0.27
H -0.619 0.922 -1.736 0.40
H 1.425 2.667 -1.784 0.29
H 0.129 2.212 1.611 0.42
H 1.587 0.764 2.661 0.36
H 1.649 3.967 -2.538 0.29
H 1.086 0.681 -1.669 0.38
H -1.886 -0.960 -2.719 0.25
H 1.939 -0.259 0.512 0.28
H -0.353 2.633 0.005 0.44
H 1.372 2.275 0.347 0.50
H -2.199 -1.729 1.036 0.38
H -0.083 -2.075 0.895 0.38
H 0.068 -0.143 2.786 0.35
H 1.619 -1.007 2.830 0.35
H -0.940 0.272 0.584 0.08
H -0.649 -3.029 1.971 0.32